This record from OMol25 describes C62H75BCl5N3O3P2SrTe as an isolated structure at a distorted geometry. The level of theory is wB97M-V/def2-TZVPD.

Positions of all 153 atoms, in Å:
Te: -2.410 -4.882 -0.577
Sr: 0.854 1.787 -0.317
Cl: 2.837 0.341 -3.281
Cl: 8.058 -0.276 -2.013
Cl: 5.678 -0.759 -3.974
Cl: 7.581 1.244 0.673
Cl: 4.709 2.247 1.416
P: -2.151 0.622 1.771
P: 2.828 -2.669 1.932
O: -0.013 1.533 -2.314
O: 1.438 3.514 -4.882
O: 0.224 3.685 0.668
N: 0.292 1.069 2.961
N: -1.645 -0.632 -1.598
N: 2.232 -0.077 2.773
C: 4.151 -3.075 0.643
C: 1.382 1.471 6.512
C: 3.538 -2.548 -0.662
C: 0.521 1.600 5.417
C: -0.997 -6.216 -4.495
C: 0.513 3.667 -4.114
C: 3.321 -0.908 2.315
C: 0.516 4.800 -3.129
C: -0.869 1.727 -3.245
C: 6.479 0.327 -1.625
C: -3.832 -1.489 2.464
C: -3.351 -1.223 -3.238
C: 2.597 0.817 6.380
C: -1.076 -5.838 -3.160
C: 1.408 5.855 -3.319
C: -3.385 1.934 1.210
C: -3.054 -2.017 -4.340
C: -1.772 -1.187 3.796
C: 0.508 6.959 -1.384
C: 3.264 -3.568 3.531
C: -4.639 -1.245 -2.714
C: -2.866 -2.842 -1.060
C: 5.530 -2.435 0.834
C: -3.897 2.736 -6.246
C: -2.936 -0.435 3.129
C: -3.002 1.301 -4.374
C: -2.139 -6.234 -5.283
C: -3.360 -5.873 -4.732
C: 0.894 1.051 4.201
C: 1.221 4.394 1.318
C: -2.718 2.559 -0.030
C: -3.734 0.295 4.205
C: 5.414 0.129 -2.503
C: -2.299 -0.325 -2.635
C: -4.683 1.261 0.759
C: 2.394 -2.910 4.610
C: 0.636 5.559 2.120
C: -3.700 3.060 2.197
C: -2.848 2.386 -5.223
C: 3.882 1.292 -0.977
C: 4.322 -4.586 0.487
C: -1.652 -1.919 -0.946
C: -2.299 -5.479 -2.601
C: 2.115 0.346 4.076
C: -2.062 0.933 -3.408
C: 4.970 1.454 -0.148
C: -1.670 3.115 -5.101
C: 4.724 -3.525 3.976
C: -5.614 -2.061 -3.272
C: -3.441 -5.501 -3.398
C: 2.806 -5.027 3.412
C: 6.259 1.003 -0.430
C: -0.710 2.798 -4.160
C: 1.397 6.936 -2.456
C: -0.360 5.899 -1.177
C: -0.992 1.708 2.743
C: 2.977 0.255 5.158
C: -5.307 -2.862 -4.364
C: -0.364 4.826 -2.056
C: -4.024 -2.839 -4.895
C: 4.160 0.624 -2.161
C: 2.278 4.913 0.335
B: 1.131 0.426 1.918
H: -4.889 2.814 -5.794
H: 5.371 -4.094 3.306
H: -4.393 3.768 1.728
H: -4.477 0.404 0.112
H: 5.101 -2.501 4.024
H: -3.404 3.286 -0.481
H: 4.911 -5.024 1.297
H: 0.510 7.798 -0.698
H: -1.035 3.994 -1.890
H: 3.355 -5.094 0.447
H: -2.181 -1.998 4.409
H: -4.067 -2.281 3.184
H: 2.766 -1.927 4.898
H: -3.150 1.091 4.673
H: -1.443 -1.722 0.112
H: 5.488 -1.346 0.831
H: -6.612 -2.073 -2.852
H: -3.960 1.987 -7.040
H: -3.673 3.695 -6.717
H: 6.179 -2.728 0.000
H: 2.102 5.799 -4.148
H: 3.940 -0.233 5.060
H: -4.255 -5.876 -5.343
H: -0.762 -2.435 -1.312
H: -2.053 -1.992 -4.755
H: -2.075 -6.518 -6.326
H: 3.389 -5.598 2.689
H: 2.385 -3.542 5.505
H: -0.841 2.615 2.144
H: 1.408 6.095 2.683
H: -0.176 -5.804 -2.559
H: -3.283 -2.917 -2.061
H: 3.269 0.749 7.228
H: 3.282 -1.489 -0.603
H: -3.907 0.708 -4.469
H: 1.102 1.906 7.464
H: -6.065 -3.502 -4.800
H: 4.243 -2.676 -1.490
H: -1.437 2.009 3.693
H: 1.361 -2.782 4.274
H: -4.868 -0.622 -1.856
H: -0.111 5.184 2.824
H: -4.015 -0.411 4.996
H: -1.089 -1.620 3.059
H: 6.012 -2.757 1.758
H: -0.036 -6.476 -4.920
H: -5.283 1.976 0.187
H: -3.668 -2.540 -0.389
H: -2.800 3.616 2.461
H: 2.089 7.756 -2.605
H: -1.797 3.092 0.230
H: 4.851 -4.789 -0.452
H: 2.908 -5.518 4.387
H: -4.165 2.699 3.115
H: 1.758 -5.079 3.112
H: -5.286 0.919 1.603
H: 2.621 -3.090 -0.898
H: -1.015 5.884 -0.316
H: 4.149 -0.878 3.029
H: -1.496 3.963 -5.760
H: -2.486 1.800 -0.784
H: -3.325 -1.948 1.615
H: 2.737 4.097 -0.231
H: -3.776 -3.464 -5.744
H: 1.757 3.754 2.052
H: 3.691 -0.492 1.376
H: -0.409 2.147 5.519
H: -4.775 -1.072 2.107
H: -4.654 0.729 3.808
H: 3.090 5.430 0.857
H: -1.182 -0.540 4.445
H: 1.816 5.603 -0.377
H: 0.144 6.262 1.440
H: 4.820 -3.959 4.979
H: -4.397 -5.216 -2.975

Computed properties:
multiplicity: 1
net charge: -2
E_LUMO: 3.245 eV
HOMO energy: -1.457 eV
total energy: -6104.90248 a.u.